Here is a molecular structure, H24HeO12 from the Open Molecules 2025 dataset. Energies are from ωB97M-V/def2-TZVPD.

The geometry in ORCA input format:
```
! RIJCOSX wB97M-V def2-TZVPD def2/J DEFGRID3
* xyz 0 1
He -0.34986 -0.17674 -0.01398
O -1.93061 3.20294 2.12567
H -1.58066 2.47114 2.63383
H -1.66426 3.01874 1.22492
O 2.44644 1.03262 2.57398
H 2.88047 1.33734 1.77713
H 2.37020 0.08547 2.45856
O -0.85593 0.10895 -3.28656
H -0.24123 0.72632 -2.89003
H -1.69147 0.29317 -2.85740
O 3.15523 0.17702 -1.64762
H 2.89168 -0.73294 -1.78456
H 3.35299 0.50425 -2.52513
O 1.75778 -2.07945 2.34820
H 1.44787 -2.39018 3.19887
H 0.98079 -2.09509 1.78939
O -2.32209 -0.22886 1.64553
H -3.21356 0.11171 1.71986
H -1.84107 0.20145 2.35241
O -3.30314 -1.51357 -0.64250
H -3.22105 -2.44714 -0.44772
H -3.02470 -1.07527 0.16161
O 2.27239 -2.39221 -2.18488
H 2.86269 -3.04621 -2.55913
H 1.43000 -2.84135 -2.11492
O -1.57158 2.74030 -0.90218
H -0.66190 2.45387 -0.98367
H -2.05500 2.17956 -1.50890
O -0.61606 -2.75733 -1.95885
H -0.84730 -1.85266 -1.74828
H -1.06397 -3.28047 -1.29405
O 0.92281 1.85317 -1.82790
H 1.56556 1.15449 -1.70558
H 1.44664 2.62858 -2.02935
O -0.22866 1.06075 3.50588
H 0.58019 0.88539 3.02501
H -0.07962 0.68222 4.37233
*
```

## Properties
HOMO-LUMO gap   0.3828 Ha
LUMO energy   -0.02 eV